Record 1
{"formula": "C4H8NOS", "method": "wB97M-V/def2-TZVPD", "charge": -1, "largest_force_ha_per_bohr": 0.1178, "spin_multiplicity": 1, "e_above_lowest_kcal_mol": 131.5, "orbital_gap_ev": 5.86, "elements": ["O", "C", "N", "C", "C", "S", "C", "H", "H", "H", "H", "H", "H", "H", "H"], "xyz": [[-2.5631, -1.0984, -0.4881], [-2.2115, 0.3196, -0.4394], [-1.3901, 1.2317, 0.1975], [-0.1084, 0.6257, 0.6077], [1.0564, 0.7735, -0.3576], [2.6512, -0.2433, -0.1417], [-0.2593, -0.9721, 0.8804], [-1.5062, -0.6297, -0.8133], [-2.9176, 0.8306, -1.1037], [0.0997, 1.1133, 1.6369], [1.3174, 1.8355, -0.3404], [0.5690, 0.6540, -1.3203], [-0.2802, -1.4815, -0.0869], [0.7409, -1.3335, 1.2115], [-1.0696, -1.4100, 1.4589]], "mulliken_charge": [-0.47, -0.05, -0.45, 0.20, -0.81, -0.60, -1.50, 0.27, 0.37, 0.30, 0.28, 0.23, 0.51, 0.34, 0.38]}

Record 2
{"formula": "C26H61N3O4P2S", "method": "wB97M-V/def2-TZVPD", "smiles": "CCCCCCCCCCP(N)(CCCOC)(OC[C@H](C)C(C)C)[PH2]=S.CNC(C)=O.CNC(C)=O", "largest_force_ha_per_bohr": 0.0519, "spin_multiplicity": 1, "e_above_lowest_kcal_mol": 0.0, "orbital_gap_ev": 7.32, "elements": ["C", "C", "C", "C", "C", "C", "C", "C", "C", "C", "P", "N", "C", "C", "C", "O", "C", "O", "C", "C", "C", "C", "C", "C", "P", "S", "H", "H", "H", "H", "H", "H", "H", "H", "H", "H", "H", "H", "H", "H", "H", "H", "H", "H", "H", "H", "H", "H", "H", "H", "H", "H", "H", "H", "H", "H", "H", "H", "H", "H", "H", "H", "H", "H", "H", "H", "H", "H", "H", "H", "H", "H", "H", "C", "N", "C", "C", "O", "H", "H", "H", "H", "H", "H", "H", "C", "N", "C", "C", "O", "H", "H", "H", "H", "H", "H", "H"], "xyz": [[-5.7187, -5.4201, 4.0696], [-4.7223, -5.0668, 5.2329], [-3.8527, -3.7688, 4.9268], [-4.5559, -2.5704, 5.6390], [-3.8481, -1.1752, 5.4133], [-4.6363, -0.2789, 4.4080], [-4.7416, -1.0161, 3.0203], [-4.8743, 0.0174, 1.8310], [-4.1425, -0.5268, 0.5431], [-3.2921, 0.5539, -0.2273], [-1.4449, 0.0858, -0.3333], [-1.0169, -1.3952, 0.4320], [-0.3272, 1.4692, -0.9402], [1.1889, 1.3378, -0.5749], [1.7755, 2.8105, -0.4982], [1.7147, 3.3615, 0.8118], [2.8455, 2.9894, 1.5930], [-1.7672, -0.5590, -1.8684], [-0.9627, -1.5423, -2.4742], [0.3720, -1.0826, -3.1754], [0.1805, -1.1354, -4.7500], [1.5889, -2.0710, -2.8872], [2.8736, -1.3989, -3.5043], [1.8688, -2.3056, -1.3663], [-1.2404, 1.0570, 1.7316], [-1.0581, -0.2362, 3.2305], [-6.6336, -4.7879, 4.1123], [-5.1842, -5.3238, 3.1046], [-6.0699, -6.4637, 4.2523], [-4.0956, -5.9415, 5.5044], [-5.3427, -4.8140, 6.1273], [-2.8413, -3.9888, 5.3355], [-3.8010, -3.6530, 3.8213], [-5.5901, -2.4905, 5.2343], [-4.5973, -2.7974, 6.7241], [-3.7561, -0.6801, 6.4097], [-2.8086, -1.3979, 5.0742], [-4.1519, 0.7086, 4.2559], [-5.6684, -0.1589, 4.8176], [-5.6277, -1.6935, 3.0330], [-3.8275, -1.6328, 2.8963], [-5.9585, 0.0902, 1.6023], [-4.4341, 0.9813, 2.1614], [-4.9446, -0.8825, -0.1473], [-3.5666, -1.4370, 0.8154], [-3.6472, 0.5302, -1.2835], [-3.4466, 1.5928, 0.1231], [-1.5726, -2.1895, 0.1391], [-0.0255, -1.5936, 0.4566], [-0.7352, 2.4164, -0.5009], [-0.4563, 1.5917, -2.0444], [1.7986, 0.8260, -1.3446], [1.3195, 0.8983, 0.4369], [1.3305, 3.4696, -1.2721], [2.8631, 2.7207, -0.7656], [3.8201, 3.3380, 1.1878], [2.6705, 3.4046, 2.6071], [2.8741, 1.8764, 1.6834], [-1.5872, -1.9313, -3.3244], [-0.7205, -2.4675, -1.9105], [0.6877, -0.0432, -2.9722], [-0.7643, -0.5751, -4.9361], [0.0349, -2.1940, -5.0547], [0.9973, -0.6184, -5.2744], [1.4060, -3.0399, -3.4096], [2.8952, -0.3457, -3.1266], [2.8648, -1.4309, -4.6133], [3.7658, -1.9025, -3.0782], [2.7820, -2.9517, -1.3045], [2.1046, -1.3919, -0.7891], [1.0518, -2.9189, -0.9285], [-2.3920, 1.8299, 2.0632], [-0.1183, 1.9270, 1.8416], [7.7505, 0.7545, 1.0095], [6.7441, 0.9021, -0.0248], [6.4006, 2.0242, -0.7088], [7.1335, 3.2989, -0.3831], [5.5211, 1.9799, -1.5560], [8.4833, 0.0139, 0.6834], [7.2678, 0.3959, 1.9207], [8.2577, 1.6911, 1.2186], [6.2131, 0.0890, -0.2953], [6.7500, 4.1020, -1.0079], [6.9764, 3.5682, 0.6629], [8.1998, 3.1830, -0.5834], [3.2430, 3.7753, -4.5669], [2.3300, 2.6500, -4.6359], [1.0172, 2.6510, -4.9894], [0.3907, 3.9681, -5.3653], [0.3844, 1.6033, -4.9935], [4.0803, 3.5900, -5.2425], [3.6242, 3.8561, -3.5469], [2.7595, 4.7072, -4.8437], [2.6814, 1.7345, -4.3971], [-0.6540, 3.8076, -5.6206], [0.4397, 4.6630, -4.5251], [0.8982, 4.3938, -6.2325]], "mulliken_charge": [-1.05, -0.58, -0.08, -0.78, -0.43, -0.92, -0.13, -1.04, -0.46, -1.44, 0.80, -0.49, -1.60, 1.07, -0.58, -0.44, -0.58, -0.61, -1.23, 2.66, -2.07, 0.04, -1.06, -1.17, 0.38, -0.49, 0.25, 0.28, 0.36, 0.40, 0.26, 0.30, 0.04, 0.21, 0.41, 0.35, 0.06, 0.43, 0.29, 0.35, 0.07, 0.39, 0.48, 0.45, 0.18, 0.40, 0.79, 0.34, 0.13, 0.88, 0.31, -0.70, 0.33, 0.41, 0.06, 0.24, 0.28, 0.26, 0.41, 0.29, -1.22, 0.50, 0.42, 0.44, 0.43, -0.03, 0.30, 0.43, 0.54, -0.02, 0.35, 0.11, -0.01, -0.90, -0.14, 0.81, -1.41, -0.59, 0.30, 0.29, 0.34, 0.21, 0.26, 0.39, 0.44, -0.98, -0.04, 0.95, -1.60, -0.52, 0.33, 0.25, 0.40, 0.12, 0.32, 0.38, 0.43]}